Entry 1:
114
Properties=species:S:1:pos:R:3 method="wB97M-V/def2-TZVPD" homo_energy_ha=-0.3393 smiles=COC[C@H](C)N.COC[C@H](C)N.OCCO.OCCO.OCCO.OCCO.OCCO.OCCO.OCCO.OCCO homo_lumo_gap_ev=9.3349 lumo_energy_ev=0.102 relative_energy_kcal_mol=155.5
H 1.53 5.95 -7.84
H -2.41 -5.53 3.81
C 4.84 -2.51 10.55
O -2.48 9.14 0.21
H -7.48 3.28 -4.12
H -8.54 1.62 -3.18
H -6.72 1.98 -4.41
C -1.28 5.98 6.08
H 11.63 -1.50 -3.22
H -0.95 -7.62 -8.74
H 4.55 8.13 -9.38
O 5.22 -7.39 3.29
H -2.93 -6.97 2.87
C -8.13 -1.67 -5.19
H 2.85 7.05 -9.85
H -1.04 -6.49 -5.58
H 3.04 -5.85 -0.03
H 3.24 -6.97 3.31
O -0.58 7.13 5.63
H 0.70 8.14 -1.75
C -2.78 6.24 5.96
C -8.75 1.77 -4.23
C 3.01 7.22 -8.79
H -1.82 8.97 0.89
H 3.42 0.02 7.35
O 11.15 -0.76 -2.83
H 4.08 -3.29 10.64
H 6.84 -2.60 11.23
H -2.95 6.46 4.91
H -0.61 -8.14 -5.30
H -0.98 5.83 7.12
H -1.90 -0.08 -1.50
O -7.95 -0.44 -4.57
H 9.73 -2.09 -1.94
H -4.93 -6.82 4.11
N -7.55 2.47 -4.72
O -3.20 7.30 6.75
N 6.06 -3.18 10.96
H 5.29 -0.63 11.52
C 4.56 -1.43 11.66
H 0.31 6.98 5.30
H -3.47 5.43 6.22
C 3.39 -1.06 7.49
H 4.55 -5.70 1.59
H -2.94 8.06 6.23
H -2.14 -5.51 1.53
H 4.66 -7.19 0.64
C -1.43 -7.50 -5.64
H -0.50 1.28 0.15
H 4.23 -1.31 6.85
H -2.51 -7.22 -3.96
H 9.07 0.34 -1.22
H 4.27 5.08 -7.94
H 5.83 -3.65 11.82
C -1.02 0.46 -1.84
H 5.58 -1.39 9.01
H 7.15 0.53 -2.40
H 2.47 -1.51 7.11
O -5.50 -6.05 2.32
O 7.56 -0.34 -2.41
H 4.74 -1.93 12.60
H 4.96 -2.94 8.45
C 3.98 -7.38 2.62
C -3.13 -5.92 3.09
H -0.97 9.55 -1.50
H -9.67 3.85 -3.94
H -2.48 -8.70 -7.13
O 4.41 7.47 -8.70
C -9.87 2.86 -4.35
H -9.82 -0.09 -4.18
O 0.85 1.98 -0.92
H 2.66 6.43 -6.78
C -1.95 -7.75 -7.03
O -1.36 1.64 -2.56
H 9.13 0.80 -2.87
H -3.39 8.37 -1.31
H -4.93 -5.07 4.08
C 2.61 6.12 -7.82
O 3.45 -1.52 8.79
H -10.79 2.45 -3.94
O 2.75 -6.33 0.74
H 3.56 -1.02 11.84
C 4.75 -2.09 9.10
H -7.24 -2.22 -4.88
C -9.06 0.40 -4.79
H -1.67 8.44 -2.73
H -0.63 2.06 -3.02
H -4.90 -5.75 1.63
H 3.68 -8.40 2.39
H -9.02 -2.17 -4.82
O -0.07 7.72 -1.35
H 0.41 -0.02 -0.32
H 5.04 -7.34 4.23
O 3.32 4.96 -7.98
C 4.03 -6.62 1.32
H 2.60 8.19 -8.50
O -0.75 -7.62 -7.80
C 8.90 -0.05 -2.22
C -2.45 8.17 -0.80
C -1.24 8.52 -1.72
O -2.63 -7.66 -4.80
H -1.00 5.02 5.64
O -3.07 -5.42 1.74
H -10.02 3.16 -5.39
H -2.72 -7.04 -7.34
H 9.29 -1.72 -3.44
C 9.77 -1.22 -2.60
H 0.25 2.73 -0.99
H -8.27 -1.57 -6.27
H -2.56 7.15 -0.43
H -0.68 -0.33 -2.51
C -0.05 0.87 -0.75
H -9.41 0.48 -5.81
C -4.69 -5.96 3.49



Entry 2:
116
Properties=species:S:1:pos:R:3 method="wB97M-V/def2-TZVPD" homo_energy_ha=-0.2275 total_charge=-1 homo_lumo_gap_ev=8.6207 lumo_energy_ev=2.431
H 12.01 14.94 -16.60
H 1.58 17.41 -18.59
H 6.16 8.77 -17.34
H 4.22 17.90 -19.03
C 11.01 13.80 -15.09
H 7.20 16.77 -11.92
H 3.14 11.41 -14.50
H 9.11 14.77 -16.75
H 1.21 9.98 -14.16
C 6.18 7.19 -9.06
C 6.44 10.03 -11.37
F 7.82 11.92 -14.62
H 11.27 17.08 -16.17
H 3.53 14.81 -11.04
H 11.22 12.87 -15.64
N 3.37 17.43 -12.41
H 2.10 19.10 -18.86
C 2.89 15.37 -13.65
H 3.31 14.41 -13.96
O 5.92 7.98 -10.19
H 8.23 11.26 -11.07
F 5.13 13.85 -15.53
H 2.93 11.80 -12.80
H 5.50 10.23 -19.22
C 3.89 16.09 -12.80
H 8.60 17.51 -12.67
C 1.65 15.51 -15.62
H 2.50 17.27 -11.90
F 7.53 14.03 -15.91
C 6.94 8.71 -16.59
N 5.27 17.02 -15.90
C 1.96 18.33 -18.10
H 9.85 16.57 -15.25
H 8.45 6.00 -12.69
H 6.20 15.75 -18.33
H 1.98 15.15 -13.06
H 7.37 6.48 -11.32
H 6.90 12.12 -11.83
H 7.55 15.59 -13.81
C 3.49 13.04 -18.18
H 1.93 15.76 -16.65
H 7.40 16.72 -17.45
H 4.64 10.83 -11.08
C 5.42 17.51 -17.28
C 6.35 8.11 -15.30
C 6.51 16.77 -18.07
O 11.94 13.93 -14.03
O 6.89 7.28 -13.13
H 13.40 12.87 -15.06
H 7.26 7.10 -8.87
N 5.04 10.22 -11.79
H 2.98 11.93 -19.73
F 5.43 11.83 -14.23
H 5.73 7.63 -8.16
H 8.54 7.62 -11.91
H 13.62 14.61 -15.06
C 4.35 15.24 -11.63
H 4.55 9.06 -15.40
C 10.88 16.32 -15.48
H 5.68 18.57 -17.24
C 7.15 11.38 -11.07
H 7.37 9.69 -16.40
C 13.28 13.78 -14.44
H 4.28 13.77 -18.07
H 2.49 13.37 -17.87
H 11.50 16.34 -14.58
H 1.69 12.19 -14.00
H 7.76 8.09 -16.98
H 5.88 7.16 -15.58
H 3.98 17.79 -11.68
H 10.13 13.80 -17.58
H 3.86 16.37 -18.19
H 5.60 9.89 -14.58
H 6.99 18.23 -12.96
H 5.77 6.20 -9.23
H 1.12 18.60 -17.44
H 6.65 9.89 -20.56
H 5.74 11.39 -20.57
H 4.75 16.30 -13.44
H 6.18 17.23 -15.49
H 6.79 11.81 -10.13
C 6.23 10.67 -19.91
F 6.38 12.01 -16.59
C 11.03 14.95 -16.11
H 7.00 9.53 -12.16
C 7.53 17.30 -12.82
C 4.10 17.44 -18.03
O 1.87 10.13 -13.47
H 5.28 16.00 -15.90
H 5.88 9.84 -9.33
H 7.99 8.79 -14.10
C 2.41 11.43 -13.68
O 2.54 16.16 -14.75
H 7.52 9.22 -9.74
H 8.12 7.12 -14.76
O 3.08 18.10 -17.32
N 10.04 14.72 -17.16
H 0.62 15.87 -15.49
H 5.06 10.80 -12.63
H 5.01 15.82 -10.99
As 6.48 12.90 -15.11
O 3.51 12.73 -19.59
H 6.99 11.67 -18.41
H 13.87 13.68 -13.53
F 6.68 13.83 -13.65
O 7.37 16.52 -13.98
H 10.02 13.74 -14.64
H 4.94 14.40 -12.02
C 7.44 7.85 -14.28
N 5.29 8.92 -14.71
C 7.86 6.81 -12.24
H 1.68 14.42 -15.49
H 6.74 17.27 -19.02
C 6.47 9.27 -10.07
O 7.31 11.25 -19.21
H 3.76 12.16 -17.59